1.
Density functional theory data (ωB97M-V/def2-TZVPD) for 2 unconnected molecules or ions with the total composition C5H13N in a non-equilibrium geometry.

The LUMO energy is 1.042 eV. Its total charge is 0. The SMILES is C=CN.CCC. The calculation puts the energy relative to the best compared isomer or geometry (same formula, charge and spin) at 36.3 kcal/mol. The value obtained for the strongest force on any atom is 0.056 Eh/bohr.

Last column: natural (NBO) charge in e.
Element x y z (Å)
C1 1.90 -0.99 -0.53  -0.529
C2 2.39 -2.23 -0.41  0.015
N1 2.43 -3.03 0.73  -0.819
H1 1.19 -0.56 0.15  0.189
H2 2.00 -0.40 -1.48  0.209
H3 3.15 -2.58 -1.11  0.183
H4 2.10 -2.51 1.54  0.370
H5 3.27 -3.56 0.91  0.381
C3 -0.64 1.53 -0.69  -0.620
C4 -1.40 1.68 0.58  -0.409
C5 -2.87 1.19 0.41  -0.616
H6 -0.97 2.23 -1.47  0.211
H7 0.46 1.78 -0.63  0.209
H8 -0.58 0.51 -1.04  0.213
H9 -1.04 1.09 1.44  0.199
H10 -1.51 2.72 0.90  0.202
H11 -3.70 1.52 1.03  0.214
H12 -2.99 0.11 0.28  0.201
H13 -3.18 1.49 -0.61  0.195


2.
Density functional theory data (ωB97M-V/def2-TZVPD) for 2 unconnected molecules or ions with the total composition C5H13N in a non-equilibrium geometry.

The LUMO energy (alpha / beta) is -5.632 / -9.064 eV. Its total charge is +1. The calculation puts the energy relative to the best compared isomer or geometry (same formula, charge and spin) at 58.0 kcal/mol. Its spin multiplicity is 2. The value obtained for the strongest force on any atom is 0.044 Eh/bohr.

Last column: natural (NBO) charge in e.
Element x y z (Å)
C1 2.55 -1.00 -2.16  -0.608
C2 2.72 0.21 -1.24  -0.392
C3 3.75 0.01 -0.11  -0.615
H1 3.51 -1.34 -2.55  0.209
H2 1.95 -0.71 -3.03  0.205
H3 1.97 -1.84 -1.77  0.198
H4 1.73 0.46 -0.84  0.176
H5 2.98 1.03 -1.91  0.200
H6 4.46 -0.74 -0.47  0.208
H7 4.28 0.93 0.11  0.218
H8 3.25 -0.51 0.70  0.201
C4 -4.96 0.10 0.99  -0.487
C5 -3.12 0.91 2.40  0.006
N1 -3.68 0.72 1.32  0.075
H9 -4.83 -0.86 0.48  0.270
H10 -5.49 0.76 0.31  0.286
H11 -5.45 -0.22 1.91  0.277
H12 -2.33 1.66 2.51  0.286
H13 -3.32 0.40 3.35  0.286


3.
Density functional theory data (ωB97M-V/def2-TZVPD) for 2 unconnected molecules or ions with the total composition C5H13N2 in a non-equilibrium geometry.

The LUMO energy (alpha / beta) is 0.441 / 0.348 eV. Its total charge is 0. The calculation puts the energy relative to the best compared isomer or geometry (same formula, charge and spin) at 59.2 kcal/mol. Its spin multiplicity is 2. The value obtained for the strongest force on any atom is 0.054 Eh/bohr.

Last column: natural (NBO) charge in e.
Element x y z (Å)
C1 -0.76 -3.19 0.06  -0.643
C2 -0.60 -1.71 0.16  -0.146
C3 -1.41 -0.85 -0.43  -0.080
N1 -1.29 0.60 -0.41  -0.750
H1 -1.71 -3.43 -0.45  0.208
H2 0.04 -3.62 -0.54  0.232
H3 -0.87 -3.71 1.02  0.229
H4 0.28 -1.31 0.66  0.240
H5 -2.22 -1.22 -1.06  0.186
H6 -0.32 0.92 0.11  0.439
H7 -1.52 1.00 -1.32  0.410
H8 -2.02 0.94 0.23  0.400
C4 1.06 2.73 0.65  -0.423
C5 1.95 0.80 -0.42  -0.423
N2 1.06 1.28 0.46  -0.693
H9 0.19 3.11 0.10  0.146
H10 2.00 3.21 0.34  0.182
H11 1.00 2.88 1.73  0.190
H12 2.06 -0.28 -0.52  0.151
H13 2.68 1.47 -0.89  0.145


4.
Density functional theory data (ωB97M-V/def2-TZVPD) for 2 unconnected molecules or ions with the total composition C5H13N2 in a non-equilibrium geometry.

The LUMO energy is -3.860 eV. Its total charge is +1. The calculation puts the energy relative to the best compared isomer or geometry (same formula, charge and spin) at 78.1 kcal/mol. The value obtained for the strongest force on any atom is 0.075 Eh/bohr.

Last column: natural (NBO) charge in e.
Element x y z (Å)
C1 -0.95 0.47 0.54  0.215
C2 -1.50 -1.31 1.95  -0.611
C3 1.07 1.75 0.14  -0.443
C4 -1.76 -0.78 0.55  -0.481
C5 1.10 -0.75 -1.58  0.123
N1 1.91 -0.02 -2.32  -0.682
N2 0.20 0.66 0.01  -0.437
H1 -1.43 1.41 1.06  0.184
H2 -0.66 -2.01 1.98  0.228
H3 -2.40 -1.59 2.58  0.251
H4 -1.15 -0.42 2.52  0.212
H5 0.82 2.36 -0.74  0.221
H6 2.10 1.45 0.26  0.206
H7 0.91 2.36 0.93  0.219
H8 -2.88 -0.54 0.42  0.251
H9 -1.49 -1.48 -0.28  0.219
H10 0.21 -1.01 -2.14  0.231
H11 1.56 -1.23 -0.76  0.229
H12 1.59 0.29 -3.25  0.433
H13 2.74 0.40 -1.88  0.430


5.
Density functional theory data (ωB97M-V/def2-TZVPD) for a gas-phase ion, C5H13N2 (charge +1) in a non-equilibrium geometry.

The LUMO energy is -2.847 eV. Its total charge is +1. The SMILES is CC1(C)C[C@H](N)[NH2+]1. The calculation puts the energy relative to the best compared isomer or geometry (same formula, charge and spin) at 70.3 kcal/mol. The value obtained for the strongest force on any atom is 0.094 Eh/bohr.

Last column: natural (NBO) charge in e.
Element x y z (Å)
C1 -1.01 -1.26 0.11  -0.676
C2 -0.63 0.16 -0.08  0.265
C3 -1.97 0.97 0.00  -0.665
C4 0.45 0.39 -1.22  -0.452
C5 1.51 0.42 -0.11  0.114
N1 2.16 -0.79 0.09  -0.868
N2 0.60 0.56 1.02  -0.567
H1 -1.53 -1.41 1.08  0.244
H2 -0.17 -1.98 0.14  0.221
H3 -1.74 -1.34 -0.72  0.261
H4 -2.13 1.24 1.09  0.239
H5 -2.99 0.41 -0.16  0.275
H6 -1.78 1.88 -0.46  0.230
H7 0.40 1.29 -1.70  0.237
H8 0.26 -0.52 -1.87  0.245
H9 2.17 1.30 -0.06  0.230
H10 3.14 -0.81 0.10  0.406
H11 1.88 -1.66 -0.29  0.396
H12 0.83 -0.26 1.55  0.445
H13 0.54 1.39 1.49  0.421


6.
Density functional theory data (ωB97M-V/def2-TZVPD) for 2 unconnected molecules or ions with the total composition C5H13N2 in a non-equilibrium geometry.

The LUMO energy is -3.810 eV. Its total charge is +1. The calculation puts the energy relative to the best compared isomer or geometry (same formula, charge and spin) at 83.1 kcal/mol. The value obtained for the strongest force on any atom is 0.039 Eh/bohr.

Last column: natural (NBO) charge in e.
Element x y z (Å)
C1 -0.34 -0.37 -1.29  -0.664
C2 -1.17 0.52 -0.42  -0.096
C3 -2.46 0.30 -0.17  -0.113
N1 -3.17 1.15 0.82  -0.681
H1 -0.95 -0.97 -1.97  0.240
H2 0.35 0.23 -1.87  0.239
H3 0.21 -1.05 -0.64  0.275
H4 -0.77 1.50 -0.19  0.216
H5 -3.07 -0.53 -0.49  0.235
H6 -2.51 1.78 1.28  0.446
H7 -3.86 1.75 0.34  0.444
H8 -3.67 0.62 1.53  0.450
C4 2.53 -0.81 1.38  -0.442
C5 2.82 -0.50 -0.90  -0.052
N2 2.57 -1.33 0.01  -0.399
H9 1.52 -0.79 1.77  0.194
H10 2.97 0.19 1.43  0.172
H11 3.13 -1.46 2.02  0.219
H12 2.47 -0.65 -1.92  0.169
H13 3.41 0.41 -0.72  0.147


7.
Density functional theory data (ωB97M-V/def2-TZVPD) for a gas-phase ion, C5H13N2 (charge +1) in a non-equilibrium geometry.

The LUMO energy is -5.197 eV. Its total charge is +1. The SMILES is C=[NH+]CC[C@@H](C)N. The calculation puts the energy relative to the best compared isomer or geometry (same formula, charge and spin) at 67.5 kcal/mol. The value obtained for the strongest force on any atom is 0.048 Eh/bohr.

Last column: natural (NBO) charge in e.
Element x y z (Å)
C1 1.99 1.74 -0.15  0.153
N1 1.65 0.52 -0.40  -0.477
C2 0.63 0.26 -1.48  -0.242
C3 -0.36 -0.69 -0.86  -0.444
C4 -1.07 -0.20 0.41  -0.055
C5 -2.33 -1.12 0.66  -0.622
N2 -0.09 -0.31 1.55  -0.851
H1 2.67 1.87 0.70  0.222
H2 1.37 2.54 -0.57  0.218
H3 1.27 0.07 0.59  0.491
H4 0.12 1.13 -1.88  0.220
H5 1.17 -0.16 -2.37  0.250
H6 -1.05 -1.00 -1.64  0.255
H7 0.15 -1.64 -0.57  0.217
H8 -1.42 0.81 0.30  0.204
H9 -2.91 -0.89 1.54  0.232
H10 -2.97 -1.01 -0.22  0.227
H11 -2.00 -2.16 0.61  0.214
H12 -0.61 -0.21 2.41  0.405
H13 0.15 -1.31 1.73  0.382


8.
Density functional theory data (ωB97M-V/def2-TZVPD) for a molecular structure, C5H13N2 in a non-equilibrium geometry.

The LUMO energy is -8.576 eV. Its total charge is +1. The calculation puts the energy relative to the best compared isomer or geometry (same formula, charge and spin) at 190.5 kcal/mol. The value obtained for the strongest force on any atom is 0.053 Eh/bohr.

Last column: natural (NBO) charge in e.
Element x y z (Å)
C1 2.19 -0.38 -0.74  -0.604
C2 1.31 0.88 -0.67  -0.418
C3 0.42 1.15 0.56  -0.378
C4 0.13 -0.02 1.50  -0.325
N1 -1.71 0.13 -1.25  -0.285
C5 -1.99 -0.66 -0.25  -0.122
N2 -0.35 -1.11 0.74  -0.319
H1 2.65 -0.56 0.23  0.193
H2 1.55 -1.25 -0.90  0.213
H3 2.97 -0.32 -1.48  0.242
H4 1.96 1.74 -0.81  0.228
H5 0.71 0.82 -1.58  0.220
H6 0.72 2.09 1.01  0.255
H7 -0.57 1.32 0.10  0.216
H8 -0.65 0.31 2.22  0.238
H9 1.01 -0.37 2.08  0.344
H10 -2.51 -0.22 0.60  0.192
H11 -2.55 0.65 -1.57  0.404
H12 -2.09 -1.74 -0.42  0.338
H13 -0.86 -1.80 1.31  0.369


9.
Density functional theory data (ωB97M-V/def2-TZVPD) for a gas-phase ion, C5H13N2 (charge +1).

The LUMO energy is -3.128 eV. Its total charge is +1. The SMILES is C=C(N)C[C@@H](C)[NH3+]. The calculation puts the energy relative to the best compared isomer or geometry (same formula, charge and spin) at 28.8 kcal/mol. The value obtained for the strongest force on any atom is 0.016 Eh/bohr.

Last column: natural (NBO) charge in e.
Element x y z (Å)
C1 -1.31 1.56 0.39  -0.476
C2 -0.45 0.76 1.03  0.149
N1 0.62 1.29 1.78  -0.854
C3 -0.41 -0.72 0.84  -0.485
C4 0.32 -1.14 -0.44  -0.013
C5 -0.52 -1.14 -1.72  -0.634
N2 1.42 -0.10 -0.64  -0.698
H1 -2.09 1.20 -0.26  0.222
H2 -1.26 2.62 0.60  0.216
H3 0.83 0.77 2.62  0.398
H4 0.57 2.29 1.87  0.402
H5 0.05 -1.25 1.68  0.235
H6 -1.41 -1.11 0.84  0.260
H7 0.82 -2.09 -0.35  0.226
H8 -1.12 -0.23 -1.81  0.230
H9 0.15 -1.14 -2.58  0.220
H10 -1.10 -2.05 -1.72  0.255
H11 2.15 -0.49 -1.23  0.440
H12 1.77 0.30 0.24  0.464
H13 0.98 0.67 -1.13  0.442


10.
Density functional theory data (ωB97M-V/def2-TZVPD) for 2 unconnected molecules or ions with the total composition C5H13N2 in a non-equilibrium geometry.

The LUMO energy is -6.957 eV. Its total charge is +1. The calculation puts the energy relative to the best compared isomer or geometry (same formula, charge and spin) at 95.8 kcal/mol. The value obtained for the strongest force on any atom is 0.047 Eh/bohr.

Last column: natural (NBO) charge in e.
Element x y z (Å)
C1 3.39 -0.51 -0.79  -0.599
C2 2.49 -0.17 0.40  -0.509
C3 1.34 0.65 -0.05  0.258
N1 -2.31 1.11 -0.22  -0.911
C4 -0.95 1.12 -0.51  0.367
C5 -0.01 0.33 0.09  -0.361
N2 -3.25 -1.92 1.06  -1.074
H1 2.76 -0.96 -1.57  0.218
H2 3.79 0.33 -1.37  0.234
H3 3.01 0.23 1.28  0.283
H4 2.06 -1.10 0.78  0.231
H5 1.49 1.73 -0.16  0.218
H6 -3.04 -0.97 0.79  0.349
H7 -2.66 1.91 0.30  0.439
H8 -2.90 0.77 -0.94  0.432
H9 -0.57 1.97 -1.10  0.185
H10 -0.31 -0.65 0.45  0.260
H11 4.14 -1.22 -0.48  0.257
H12 -2.42 -2.44 0.83  0.349
H13 -4.06 -2.28 0.55  0.374


11.
Density functional theory data (ωB97M-V/def2-TZVPD) for a molecular structure, C5H13N2 in a non-equilibrium geometry.

The LUMO energy is -3.254 eV. Its total charge is +1. The calculation puts the energy relative to the best compared isomer or geometry (same formula, charge and spin) at 42.0 kcal/mol. The value obtained for the strongest force on any atom is 0.025 Eh/bohr.

Last column: natural (NBO) charge in e.
Element x y z (Å)
C1 0.82 0.18 1.67  -0.789
C2 0.19 0.92 2.67  0.272
C3 -0.30 -0.23 -1.50  0.435
C4 0.94 -1.03 -1.55  -0.688
C5 -0.95 0.10 -2.81  -0.699
N1 -0.53 0.40 3.64  -0.684
N2 -0.78 0.16 -0.40  -0.656
H1 1.66 0.67 1.20  0.263
H2 1.00 -0.87 1.91  0.240
H3 0.19 2.00 2.60  0.220
H4 1.73 -0.42 -2.00  0.256
H5 0.80 -1.89 -2.21  0.255
H6 1.26 -1.37 -0.58  0.229
H7 -0.52 -0.46 -3.63  0.242
H8 -0.82 1.16 -3.01  0.255
H9 -2.02 -0.09 -2.76  0.250
H10 -1.05 0.98 4.28  0.427
H11 -0.56 -0.60 3.78  0.419
H12 0.00 0.14 0.73  0.373
H13 -1.64 0.71 -0.42  0.382


12.
Density functional theory data (ωB97M-V/def2-TZVPD) for a molecular structure, C5H13N2 in a non-equilibrium geometry.

The LUMO energy is -7.668 eV. Its total charge is +1. The calculation puts the energy relative to the best compared isomer or geometry (same formula, charge and spin) at 201.5 kcal/mol. The value obtained for the strongest force on any atom is 0.134 Eh/bohr.

Last column: natural (NBO) charge in e.
Element x y z (Å)
C1 -2.09 0.38 1.16  -0.547
C2 -1.24 0.35 -0.22  -0.177
C3 -0.13 -0.80 -0.16  -0.574
C4 1.14 -0.59 -0.88  0.436
C5 2.37 -0.54 -0.11  -0.395
N1 2.71 0.76 0.56  -0.711
N2 -2.49 0.63 -1.21  -0.704
H1 -2.34 -0.64 1.45  0.212
H2 -2.92 1.07 1.05  0.256
H3 -1.45 0.73 1.98  0.195
H4 -0.74 1.30 0.03  0.227
H5 -0.67 -1.72 -0.41  0.325
H6 0.19 -0.85 0.88  0.252
H7 1.16 -0.73 -1.94  0.225
H8 3.29 -0.81 -0.61  0.263
H9 1.88 1.20 0.95  0.370
H10 3.17 1.40 -0.08  0.391
H11 -1.43 0.37 -1.48  0.357
H12 2.28 -1.25 0.73  0.255
H13 -2.68 -0.27 -1.70  0.343